No. 1
{
  "formula": "C36H108N15O8P5S3",
  "method": "wB97M-V/def2-TZVPD",
  "homo_ev": -8.109,
  "total_energy_ev": -156761.05553,
  "e_lumo_ev": 0.25,
  "max_force_ha_per_bohr": 0.077,
  "multiplicity": 1,
  "e_above_lowest_kcal_mol": 159.1,
  "species": ["S", "S", "S", "P", "P", "P", "P", "P", "O", "O", "O", "O", "O", "O", "O", "O", "N", "N", "N", "N", "N", "N", "N", "N", "N", "N", "N", "N", "N", "N", "N", "C", "C", "C", "C", "C", "C", "C", "C", "C", "C", "C", "C", "C", "C", "C", "C", "C", "C", "C", "C", "C", "C", "C", "C", "C", "C", "C", "C", "C", "C", "C", "C", "C", "C", "C", "C", "H", "H", "H", "H", "H", "H", "H", "H", "H", "H", "H", "H", "H", "H", "H", "H", "H", "H", "H", "H", "H", "H", "H", "H", "H", "H", "H", "H", "H", "H", "H", "H", "H", "H", "H", "H", "H", "H", "H", "H", "H", "H", "H", "H", "H", "H", "H", "H", "H", "H", "H", "H", "H", "H", "H", "H", "H", "H", "H", "H", "H", "H", "H", "H", "H", "H", "H", "H", "H", "H", "H", "H", "H", "H", "H", "H", "H", "H", "H", "H", "H", "H", "H", "H", "H", "H", "H", "H", "H", "H", "H", "H", "H", "H", "H", "H", "H", "H", "H", "H", "H", "H", "H", "H", "H", "H", "H", "H"],
  "coordinates": [[1.755, 7.756, -3.615], [4.438, 3.313, 5.081], [3.117, 8.092, 7.233], [1.121, -3.879, -8.947], [0.289, -8.111, 0.447], [-6.560, 4.554, -5.903], [2.404, -0.985, 10.267], [-0.206, 1.622, 0.709], [3.700, -0.199, 10.384], [0.001, -4.606, -9.559], [3.502, 8.959, 8.473], [-0.410, -7.647, -0.762], [-5.914, 4.685, -7.225], [4.639, 4.679, 4.496], [0.051, 0.892, 2.021], [1.030, 6.655, -4.340], [2.319, -1.764, 8.718], [0.532, -2.392, -8.282], [2.166, -2.235, 11.404], [0.982, 0.022, 10.284], [1.835, -8.809, 0.037], [0.857, 1.297, -0.614], [-0.426, -9.273, 1.552], [-6.247, 5.939, -4.887], [-8.219, 4.492, -6.100], [1.834, -4.736, -7.498], [2.408, -3.401, -9.994], [0.647, -6.700, 1.295], [-6.168, 3.207, -4.866], [-1.842, 1.183, 0.085], [-0.130, 3.372, 0.903], [-4.957, 6.553, -4.928], [0.876, -5.418, 0.550], [3.154, -8.584, 0.765], [1.082, -5.905, -6.909], [0.872, 9.328, -4.256], [3.498, 7.872, -4.302], [-8.725, 3.161, -6.463], [2.042, -9.321, -1.337], [-0.668, -2.426, -7.443], [1.139, 1.419, 10.592], [2.167, -2.721, -11.212], [5.474, 2.336, 4.033], [2.134, 9.078, 6.032], [-0.093, 3.903, 2.222], [-0.296, -0.285, 9.658], [1.505, -1.344, -7.993], [-3.048, 1.905, 0.499], [1.177, -6.756, 2.683], [-8.859, 5.662, -6.805], [-0.346, -10.677, 1.236], [-7.001, 2.691, -3.789], [0.888, -2.802, 11.797], [2.073, 0.595, -0.381], [3.352, -2.991, 11.861], [-1.827, -9.022, 2.022], [1.700, 7.118, 7.866], [2.867, -4.107, -6.721], [2.380, -1.012, 7.306], [3.305, -4.521, -10.339], [2.060, -3.238, 8.707], [0.587, 1.653, -2.092], [5.583, 3.397, 6.589], [-4.881, 2.465, -5.182], [-0.555, 4.278, -0.230], [-7.261, 6.622, -4.107], [-2.001, -0.301, -0.024], [3.092, -9.022, 1.762], [3.346, -4.837, -6.069], [2.746, -5.339, -10.792], [-7.734, 7.400, -4.706], [6.472, 4.010, 6.439], [3.830, -3.455, 10.997], [-0.454, 1.974, -2.056], [-0.158, 9.363, -3.900], [0.152, -6.155, -7.420], [-2.181, -0.612, 1.005], [5.662, 1.345, 4.448], [-6.537, 2.014, -3.071], [1.788, -8.516, -2.027], [0.802, -5.744, -5.868], [-2.456, -9.323, 1.184], [4.101, -2.295, 12.239], [0.791, -0.526, -7.901], [2.093, 8.516, 5.099], [3.093, -2.241, -11.526], [1.889, -5.343, 0.154], [-2.715, -0.515, -0.819], [3.973, 6.901, -4.166], [3.317, 7.891, -5.377], [-0.126, -0.440, 8.592], [2.231, -1.472, -7.190], [0.544, 2.099, 9.982], [1.498, -10.255, -1.480], [1.738, -7.667, 2.892], [-3.842, 1.719, -0.224], [3.203, -1.383, 6.695], [1.425, -1.952, -10.997], [-4.511, 6.611, -3.935], [-8.777, 6.528, -6.148], [3.785, -4.971, -9.470], [0.376, -6.697, 3.421], [3.038, -3.720, 12.607], [1.420, 6.322, 7.176], [0.210, 4.950, 2.211], [-4.220, 6.026, -5.534], [2.558, 0.057, 7.423], [1.909, -0.946, -8.923], [0.782, -3.116, 12.835], [-5.068, 7.525, -5.407], [6.492, 2.722, 3.984], [2.360, -3.304, -6.187], [-0.052, 5.244, -0.180], [-1.431, -1.790, -7.893], [3.535, -3.547, -7.375], [1.926, 6.705, 8.849], [-1.140, -0.798, -0.472], [1.241, 2.475, -2.385], [1.156, 9.297, 6.459], [1.750, -3.407, -11.949], [-7.592, 3.390, -3.198], [5.100, 2.276, 3.011], [0.966, 7.882, 8.123], [3.245, -7.498, 0.773], [2.829, -3.868, 9.153], [-4.097, 3.201, -5.362], [-1.026, -3.452, -7.357], [0.769, -4.606, 1.269], [4.024, 8.790, -4.041], [0.537, 3.340, 2.911], [0.142, -2.011, 11.717], [2.262, 0.197, 0.616], [1.440, -1.229, 6.797], [-9.928, 5.466, -6.876], [-0.346, 3.819, -1.196], [1.627, -6.845, -6.831], [2.907, 1.262, -0.597], [-1.153, 0.311, 9.971], [0.097, -5.411, -0.213], [5.857, 2.417, 6.980], [-8.478, 5.753, -7.822], [-7.923, 2.499, -6.790], [1.085, -3.326, 9.185], [-0.640, -11.291, 2.088], [3.106, -9.498, -1.496], [-0.853, -1.192, 9.891], [0.844, 1.703, 11.602], [-2.909, 2.978, 0.626], [-7.875, 5.901, -3.566], [4.188, -4.290, -10.936], [-9.165, 2.717, -5.570], [-2.112, -9.485, 2.966], [2.671, 9.986, 5.760], [1.498, 10.128, -3.860], [2.044, -0.231, -1.092], [-0.510, -2.164, -6.397], [-1.626, 4.413, -0.080], [2.173, 1.689, 10.379], [-7.742, 1.969, -4.132], [-9.415, 3.176, -7.306], [0.694, -10.998, 1.180], [-6.792, 7.177, -3.295], [4.000, -9.019, 0.233], [-4.924, 1.877, -6.098], [0.794, 0.851, -2.800], [1.889, -3.588, 7.689], [0.628, -3.740, 11.306], [1.827, -5.899, 2.857], [5.084, 4.010, 7.339], [-4.594, 1.772, -4.391], [-3.100, 1.544, 1.527], [-1.143, 3.806, 2.498], [0.788, 9.335, -5.342], [-1.906, -7.935, 2.006], [-1.087, -10.952, 0.486]]
}


No. 2
{
  "formula": "C4H9OP",
  "method": "wB97M-V/def2-TZVPD",
  "homo_ev": -8.660,
  "total_energy_ev": -15626.31574,
  "e_lumo_ev": 1.01,
  "max_force_ha_per_bohr": 0.091,
  "multiplicity": 1,
  "e_above_lowest_kcal_mol": 76.5,
  "species": ["P", "O", "C", "C", "C", "C", "H", "H", "H", "H", "H", "H", "H", "H", "H"],
  "coordinates": [[-2.194, 0.749, 0.059], [0.361, 1.342, 0.457], [-0.356, 0.253, 0.032], [1.658, 1.366, 0.049], [-0.061, -1.070, 0.777], [-0.174, -2.299, 0.207], [-2.063, 2.113, -0.432], [1.640, 1.035, -1.012], [2.313, 0.602, 0.363], [-2.869, 0.059, -1.035], [-0.073, 0.162, -1.336], [1.897, 2.438, 0.066], [0.039, -0.942, 1.849], [-0.336, -2.557, -0.838], [0.219, -3.251, 0.792]]
}


No. 3
{
  "formula": "C28H38N3O",
  "method": "wB97M-V/def2-TZVPD",
  "homo_ev": -10.855,
  "total_energy_ev": -36162.31935,
  "e_lumo_ev": -3.99,
  "max_force_ha_per_bohr": 0.115,
  "multiplicity": 1,
  "e_above_lowest_kcal_mol": 62.2,
  "total_charge": 1,
  "species": ["O", "N", "N", "N", "C", "C", "C", "C", "C", "C", "C", "C", "C", "C", "C", "C", "C", "C", "C", "C", "C", "C", "C", "C", "C", "C", "C", "C", "C", "C", "C", "C", "H", "H", "H", "H", "H", "H", "H", "H", "H", "H", "H", "H", "H", "H", "H", "H", "H", "H", "H", "H", "H", "H", "H", "H", "H", "H", "H", "H", "H", "H", "H", "H", "H", "H", "H", "H", "H", "H"],
  "coordinates": [[4.406, 2.954, -0.536], [2.159, 3.454, -0.410], [1.230, 1.391, -0.376], [-1.726, -2.588, 0.154], [-0.244, -3.981, 1.404], [6.585, -0.608, -1.094], [-0.977, 0.461, -0.075], [-2.533, -4.194, -1.588], [-1.370, -3.740, -0.746], [0.359, 3.102, 1.229], [-0.137, 3.360, -1.234], [5.211, -0.444, -0.887], [-5.715, -0.910, -0.289], [-3.778, 0.992, 0.342], [-0.864, -2.593, 1.358], [7.489, -0.313, -0.066], [7.018, 0.137, 1.175], [2.680, 1.183, -0.539], [-3.339, -0.298, -0.078], [5.646, 0.292, 1.384], [-0.795, -4.758, 0.206], [-1.923, -0.557, -0.182], [3.228, 2.606, -0.497], [0.400, 0.332, -0.306], [-4.367, -1.244, -0.396], [-6.113, 0.383, 0.085], [-7.568, 0.733, 0.223], [4.750, 0.038, 0.342], [-5.124, 1.334, 0.369], [3.275, 0.290, 0.546], [2.357, 4.880, -0.281], [0.864, 2.816, -0.197], [-7.682, 1.802, 0.397], [8.561, -0.431, -0.231], [-3.062, 1.773, 0.607], [-4.124, -2.231, -0.797], [2.731, -0.668, 0.545], [-0.589, -3.337, -1.393], [5.248, 0.640, 2.342], [-1.581, -1.448, -0.761], [-8.116, 0.464, -0.679], [1.157, 2.907, 1.958], [7.712, 0.373, 1.982], [6.940, -0.962, -2.063], [4.491, -0.668, -1.678], [1.789, 5.423, -1.047], [-1.609, -5.403, 0.542], [-3.347, -4.581, -0.970], [0.061, 4.155, 1.305], [0.873, -0.624, -0.558], [3.108, 0.763, 1.528], [-1.458, -2.326, 2.247], [-5.413, 2.359, 0.603], [-0.506, 2.487, 1.490], [-8.043, 0.214, 1.060], [-1.028, 2.734, -1.319], [2.039, 5.239, 0.707], [-2.929, -3.400, -2.222], [-0.499, -4.478, 2.338], [-2.696, -2.668, 0.450], [3.420, 5.093, -0.409], [-0.117, -1.807, 1.243], [-6.482, -1.645, -0.533], [0.842, -3.897, 1.356], [-0.448, 4.371, -0.938], [-0.057, -5.395, -0.286], [2.892, 0.761, -1.542], [-2.209, -4.988, -2.265], [-1.304, 1.468, 0.163], [0.349, 3.420, -2.217]]
}


No. 4
{
  "formula": "C29H24As2CdF12O9S2",
  "method": "wB97M-V/def2-TZVPD",
  "homo_ev": -3.877,
  "total_energy_ev": -229421.09095,
  "e_lumo_ev": 3.79,
  "max_force_ha_per_bohr": 0.012,
  "multiplicity": 1,
  "total_charge": -2,
  "species": ["Cd", "As", "As", "S", "S", "F", "F", "F", "F", "F", "F", "F", "F", "F", "F", "F", "F", "O", "O", "O", "O", "O", "O", "O", "O", "O", "C", "C", "C", "C", "C", "C", "C", "C", "C", "C", "C", "C", "C", "C", "C", "C", "C", "C", "C", "C", "C", "C", "C", "C", "C", "C", "C", "C", "C", "H", "H", "H", "H", "H", "H", "H", "H", "H", "H", "H", "H", "H", "H", "H", "H", "H", "H", "H", "H", "H", "H", "H", "H"],
  "coordinates": [[0.307, 0.407, -0.763], [-0.619, 0.578, -4.306], [1.872, -2.848, 0.660], [1.179, 1.699, 2.244], [0.884, 3.188, -0.920], [0.504, 0.525, -5.619], [2.714, -1.884, 1.812], [1.911, -1.489, -0.492], [1.797, -4.181, 1.773], [0.731, 0.316, -3.157], [-1.970, 0.768, -5.378], [3.366, -3.428, 0.009], [-0.414, 2.274, -4.168], [0.340, -2.245, 1.241], [-1.684, 0.596, -2.921], [-0.801, -1.153, -4.394], [1.008, -3.795, -0.526], [-0.784, -1.443, -1.331], [-5.334, -2.118, 3.175], [-0.419, 2.523, -1.164], [1.173, 4.303, -1.780], [-2.131, 0.167, 0.428], [0.864, 1.459, 3.639], [2.539, 2.070, 1.971], [0.634, 0.606, 1.406], [1.921, 2.166, -0.840], [-0.086, 5.256, 0.554], [0.437, 3.897, 0.700], [-2.836, -0.944, 0.754], [-0.244, 4.670, 3.850], [-1.747, -3.436, -2.032], [-1.909, 1.453, 2.349], [-2.355, 1.394, 1.095], [-3.941, 2.953, -1.939], [0.218, 3.184, 1.812], [-3.760, -0.926, 1.797], [-4.042, 4.283, -1.562], [-3.349, -3.254, 0.395], [-1.990, 4.445, 5.685], [-1.756, 2.571, 3.356], [-3.133, 3.929, 4.930], [-0.757, 4.717, 5.228], [-0.753, 3.656, 2.854], [-3.036, 3.740, 0.552], [-3.400, 2.016, -1.074], [-2.951, 2.395, 0.192], [-1.664, -2.250, -1.105], [-4.237, -3.265, 1.447], [-1.190, 5.095, 2.728], [-2.627, -2.120, 0.013], [-5.279, -1.057, 4.114], [-3.580, 4.673, -0.313], [-0.807, 5.831, 1.518], [-3.054, 3.120, 3.871], [-4.438, -2.082, 2.148], [0.129, 5.770, -0.371], [-1.250, 2.108, 4.205], [0.802, 4.925, 3.738], [-0.036, 5.064, 5.962], [-3.275, 0.998, -1.408], [-4.117, 4.210, 5.294], [-4.250, -0.846, 4.411], [-3.969, 2.798, 3.385], [-2.174, 4.634, 6.739], [-3.917, -0.007, 2.335], [-4.252, 2.640, -2.927], [-1.449, 0.529, 2.677], [-3.178, -4.176, -0.142], [-1.286, -3.132, -2.969], [-4.760, -4.163, 1.744], [-1.227, 6.819, 1.367], [-5.849, -1.387, 4.980], [-2.765, -3.782, -2.198], [-3.616, 5.714, -0.017], [-2.168, 5.348, 3.118], [-2.640, 4.069, 1.499], [-5.731, -0.145, 3.714], [-4.451, 5.015, -2.247], [-1.149, -4.240, -1.597]]
}